[1]
The following is a quantum chemistry calculation of 13 unconnected molecules or ions with the total composition C50H106N4O27 in a non-equilibrium geometry, from the Open Molecules 2025 dataset.

## Properties
Energy relative to the best compared isomer or geometry (same formula, charge and spin) ... 669.1 kJ/mol
HOMO-LUMO gap ... 9.59 eV
HOMO ... -0.3493 Ha

```
187
Properties=species:S:1:pos:R:3:lowdin_charge:R:1
C -26.079 5.957 -19.278 -0.129
O -24.870 5.983 -19.949 -0.181
C -23.925 6.820 -19.335 -0.208
C -23.257 6.321 -18.041 -0.134
O -22.517 5.065 -18.267 -0.168
C -23.052 3.817 -17.832 -0.182
C -21.920 2.831 -18.112 -0.186
O -22.110 1.680 -17.285 -0.180
C -20.958 0.879 -17.199 -0.130
H -26.483 6.969 -19.300 0.089
H -25.960 5.692 -18.227 0.079
H -26.733 5.209 -19.725 0.095
H -24.343 7.817 -19.198 0.118
H -23.205 6.960 -20.142 0.129
H -23.914 6.211 -17.179 0.112
H -22.520 7.041 -17.685 0.119
H -23.953 3.600 -18.408 0.123
H -23.267 3.890 -16.766 0.124
H -20.938 3.303 -18.072 0.130
H -22.171 2.541 -19.132 0.125
H -20.336 0.778 -18.088 0.082
H -21.260 -0.130 -16.915 0.087
H -20.266 1.319 -16.481 0.084
C -9.966 -1.407 -22.957 -0.076
O -8.956 -2.322 -22.505 -0.151
C -9.343 -3.630 -22.442 -0.260
C -10.391 -4.112 -21.437 -0.206
O -11.649 -3.747 -21.914 -0.142
C -12.755 -4.581 -21.604 -0.161
C -13.365 -4.378 -20.197 -0.191
O -12.442 -4.764 -19.177 -0.191
C -12.970 -4.783 -17.877 -0.126
H -10.709 -1.163 -22.198 0.084
H -10.396 -1.712 -23.911 0.085
H -9.367 -0.560 -23.291 0.087
H -8.457 -4.219 -22.204 0.123
H -9.607 -4.124 -23.377 0.125
H -10.196 -3.593 -20.498 0.125
H -10.282 -5.169 -21.196 0.128
H -12.469 -5.632 -21.562 0.125
H -13.538 -4.306 -22.311 0.128
H -14.196 -5.076 -20.098 0.117
H -13.787 -3.385 -20.041 0.122
H -13.424 -3.931 -17.371 0.085
H -12.133 -4.903 -17.189 0.084
H -13.658 -5.628 -17.837 0.087
C -2.318 -6.982 -17.698 -0.159
O -3.673 -7.155 -17.913 -0.150
C -4.423 -7.056 -16.661 -0.179
C -5.703 -7.754 -16.944 -0.231
O -6.559 -7.844 -15.819 -0.119
C -7.787 -8.571 -16.074 -0.180
C -7.880 -10.052 -15.777 -0.204
O -7.122 -10.821 -16.725 -0.226
C -7.712 -12.078 -17.167 -0.060
H -2.041 -6.386 -16.828 0.082
H -1.741 -6.517 -18.497 0.084
H -1.769 -7.905 -17.513 0.083
H -4.733 -6.040 -16.419 0.126
H -3.960 -7.445 -15.754 0.133
H -5.402 -8.761 -17.233 0.124
H -6.221 -7.400 -17.835 0.131
H -8.083 -8.414 -17.111 0.122
H -8.597 -8.100 -15.517 0.120
H -8.930 -10.333 -15.698 0.121
H -7.471 -10.183 -14.775 0.123
H -7.539 -12.546 -16.198 0.091
H -7.096 -12.556 -17.929 0.083
H -8.706 -11.856 -17.554 0.085
C -14.902 -8.853 -11.663 -0.113
O -16.215 -8.734 -12.126 -0.181
C -17.191 -9.335 -11.340 -0.198
C -18.450 -9.756 -12.248 -0.140
O -18.176 -10.581 -13.418 -0.157
C -18.756 -10.008 -14.596 -0.168
C -18.374 -10.763 -15.914 -0.188
O -18.930 -12.062 -16.053 -0.207
C -18.660 -12.833 -17.221 -0.097
H -14.680 -8.545 -10.642 0.087
H -14.401 -8.158 -12.337 0.091
H -14.564 -9.877 -11.825 0.092
H -17.435 -8.837 -10.401 0.118
H -16.879 -10.288 -10.912 0.109
H -18.948 -8.855 -12.607 0.102
H -19.262 -10.311 -11.778 0.119
H -18.306 -9.020 -14.693 0.123
H -19.840 -10.036 -14.481 0.126
H -17.328 -10.752 -16.221 0.119
H -18.854 -10.205 -16.717 0.113
H -19.116 -12.405 -18.113 0.081
H -19.056 -13.827 -17.015 0.088
H -17.581 -12.884 -17.370 0.081
C -15.539 -13.043 -22.850 -0.124
O -16.098 -13.036 -24.135 -0.157
C -16.171 -11.764 -24.712 -0.199
C -17.606 -11.301 -25.244 -0.145
O -18.542 -11.271 -24.158 -0.156
C -19.917 -10.995 -24.441 -0.139
C -20.457 -11.261 -25.903 -0.229
O -20.527 -12.572 -26.406 -0.184
C -20.974 -12.633 -27.742 -0.115
H -14.461 -12.929 -22.960 0.086
H -15.667 -14.007 -22.357 0.084
H -15.936 -12.370 -22.090 0.090
H -15.548 -11.740 -25.606 0.113
H -15.644 -10.998 -24.142 0.115
H -17.879 -12.094 -25.941 0.116
H -17.622 -10.330 -25.740 0.121
H -19.917 -9.906 -24.389 0.115
H -20.652 -11.440 -23.770 0.122
H -20.009 -10.615 -26.658 0.106
H -21.469 -10.858 -25.949 0.116
H -22.063 -12.657 -27.698 0.079
H -20.719 -13.664 -27.985 0.095
H -20.831 -11.821 -28.455 0.091
C -19.627 -4.685 -25.584 -0.057
O -20.969 -4.400 -25.281 0.018
C -21.278 -3.963 -24.068 -0.559
O -20.567 -3.552 -23.147 0.103
O -22.629 -3.997 -23.965 -0.015
C -23.180 -3.943 -22.674 -0.067
H -19.131 -5.492 -25.045 0.098
H -19.019 -3.794 -25.425 0.096
H -19.495 -4.919 -26.640 0.095
H -23.210 -3.003 -22.122 0.099
H -22.719 -4.776 -22.144 0.100
H -24.222 -4.256 -22.751 0.091
C -5.601 -4.373 -29.219 -0.094
O -5.524 -5.713 -29.035 0.013
C -4.713 -6.425 -29.787 -0.555
O -3.828 -5.916 -30.533 0.072
O -4.824 -7.694 -29.415 0.014
C -4.216 -8.715 -30.222 -0.037
H -6.472 -4.086 -28.629 0.099
H -5.934 -3.987 -30.182 0.102
H -4.682 -3.875 -28.910 0.108
H -3.186 -8.489 -30.497 0.095
H -4.834 -8.942 -31.091 0.095
H -4.129 -9.712 -29.790 0.088
C -2.363 6.668 -16.999 -0.074
O -2.432 6.068 -18.242 -0.010
C -3.439 5.208 -18.521 -0.519
O -4.061 4.522 -17.667 0.078
O -3.297 4.827 -19.795 0.001
C -4.454 4.271 -20.451 -0.039
H -2.558 5.852 -16.303 0.090
H -3.225 7.327 -16.894 0.099
H -1.458 7.182 -16.676 0.099
H -5.315 4.936 -20.527 0.096
H -4.758 3.369 -19.920 0.089
H -4.333 3.886 -21.463 0.091
C -12.968 -3.265 -27.682 -0.063
O -11.914 -3.990 -28.262 -0.010
C -12.237 -5.312 -28.408 -0.487
O -13.303 -5.908 -28.076 0.055
O -11.359 -6.023 -29.166 -0.033
C -11.226 -7.444 -29.147 -0.042
H -12.575 -2.255 -27.800 0.098
H -12.918 -3.457 -26.610 0.100
H -13.931 -3.439 -28.163 0.104
H -10.781 -7.812 -30.071 0.093
H -12.166 -7.984 -29.037 0.088
H -10.602 -7.652 -28.278 0.097
C -8.889 -1.445 -15.490 -0.081
C -9.943 -0.520 -16.004 -0.254
N -10.810 0.139 -16.381 0.113
H -7.901 -1.043 -15.262 0.075
H -8.603 -2.237 -16.182 0.073
H -9.138 -1.997 -14.584 0.074
C -10.234 1.376 -31.342 -0.070
C -9.412 1.909 -32.500 -0.255
N -8.760 2.389 -33.342 0.105
H -11.313 1.458 -31.469 0.072
H -9.865 1.891 -30.455 0.078
H -10.152 0.289 -31.326 0.070
C -10.918 7.385 -26.658 -0.081
C -9.727 6.528 -26.711 -0.272
N -8.732 5.894 -26.757 0.111
H -10.889 7.919 -25.708 0.081
H -11.870 6.864 -26.763 0.080
H -10.873 8.060 -27.512 0.080
C -14.115 1.171 -21.477 -0.083
C -14.021 1.821 -22.778 -0.270
N -13.856 2.317 -23.821 0.116
H -13.297 0.516 -21.177 0.076
H -14.999 0.541 -21.378 0.079
H -14.159 1.894 -20.662 0.082
```

---

[2]
The following is a quantum chemistry calculation of 8 unconnected molecules or ions with the total composition C8H32O8 in a non-equilibrium geometry, from the Open Molecules 2025 dataset.

## Properties
SMILES string ... CO.CO.CO.CO.CO.CO.CO.CO
Energy relative to the best compared isomer or geometry (same formula, charge and spin) ... 425.9 kJ/mol
HOMO-LUMO gap ... 9.92 eV
HOMO ... -0.3552 Ha

```
48
Properties=species:S:1:pos:R:3:lowdin_charge:R:1
C -10.548 17.892 -24.120 -0.144
O -10.001 17.924 -25.399 -0.105
H -11.225 17.036 -24.016 0.084
H -11.130 18.825 -24.001 0.092
H -9.837 17.776 -23.378 0.060
H -9.639 18.782 -25.488 0.083
C -13.832 18.763 -23.286 -0.170
O -13.258 17.756 -22.435 -0.150
H -13.862 18.258 -24.297 0.089
H -13.306 19.718 -23.325 0.064
H -14.865 19.056 -22.983 0.085
H -13.432 17.989 -21.504 0.092
C -8.139 16.350 -27.580 -0.136
O -8.798 15.089 -27.728 -0.140
H -7.635 16.393 -26.621 0.070
H -8.954 17.076 -27.655 0.075
H -7.499 16.470 -28.427 0.070
H -9.575 15.205 -27.209 -0.009
C -8.888 14.784 -24.107 -0.170
O -8.073 13.835 -23.507 -0.078
H -8.736 14.863 -25.157 0.055
H -8.831 15.711 -23.597 0.057
H -9.963 14.495 -23.950 0.091
H -7.211 14.045 -23.834 0.067
C -11.254 12.699 -28.680 -0.127
O -11.920 12.223 -27.536 -0.148
H -10.579 11.940 -29.080 0.083
H -10.588 13.519 -28.386 0.064
H -12.028 12.970 -29.421 0.099
H -11.251 11.818 -26.944 0.114
C -12.477 15.647 -26.480 -0.115
O -11.134 15.518 -26.105 -0.149
H -13.097 16.039 -25.664 0.069
H -12.802 14.717 -26.880 0.065
H -12.460 16.456 -27.278 0.114
H -10.837 16.330 -25.747 -0.003
C -15.633 15.639 -24.045 -0.160
O -16.994 15.685 -23.629 -0.115
H -14.974 16.160 -23.318 0.070
H -15.502 15.891 -25.078 0.067
H -15.259 14.629 -23.896 0.069
H -17.097 16.424 -23.014 0.071
C -12.563 13.132 -24.547 -0.171
O -13.526 12.472 -25.361 -0.114
H -11.616 13.306 -25.054 0.053
H -12.284 12.642 -23.594 0.095
H -12.971 14.081 -24.379 0.031
H -13.116 12.525 -26.228 0.009
```

---

[3]
The following is a quantum chemistry calculation of 2 unconnected molecules or ions with the total composition C6H17NO in a non-equilibrium geometry, from the Open Molecules 2025 dataset.

## Properties
2S+1 ... 2
Energy relative to the best compared isomer or geometry (same formula, charge and spin) ... 366.3 kJ/mol
HOMO-LUMO gap (alpha / beta) ... 10.85 / 4.99 eV
HOMO (alpha / beta) ... -0.4989 / -0.4989 Ha
Charge ... +1

```
25
Properties=species:S:1:pos:R:3:lowdin_charge:R:1
C 0.951 -2.618 -0.723 -0.001
C 1.434 -1.076 -0.663 -0.125
N 1.203 -0.206 0.616 0.242
C -1.983 1.451 1.656 -0.062
C -0.444 1.174 1.466 -0.192
C -0.270 -0.172 0.810 -0.406
C -0.921 -1.182 1.635 -0.059
H 0.070 -2.703 -0.057 0.045
H 1.705 -3.269 -0.476 0.039
H 0.715 -2.857 -1.861 0.145
H 1.175 -0.451 -1.561 0.138
H 2.515 -0.901 -0.725 0.112
H 1.578 -0.743 1.373 0.158
H -2.205 2.509 1.871 0.090
H -2.464 1.104 0.721 0.091
H -2.316 0.945 2.592 0.092
H -0.010 1.553 2.304 0.084
H 0.036 1.975 0.778 0.151
H -0.909 -0.236 -0.083 0.163
H -0.450 -1.285 2.557 0.084
H -1.964 -1.105 1.704 0.090
H -0.676 -2.310 1.480 0.121
H 0.387 3.835 -4.801 0.113
H 1.460 3.050 -5.694 -0.032
O 1.383 3.516 -4.917 -0.081
```

---

[4]
The following is a quantum chemistry calculation of a gas-phase ion, C14H21I2N2O4 (charge +1) in a non-equilibrium geometry, from the Open Molecules 2025 dataset.

## Properties
HOMO-LUMO gap ... 7.63 eV
HOMO ... -0.4630 Ha
Charge ... +1

```
43
Properties=species:S:1:pos:R:3:lowdin_charge:R:1
C 0.983 2.985 1.903 -0.126
C -0.499 3.623 1.656 -0.175
C -1.276 2.619 0.670 -0.200
O -2.682 2.441 1.019 -0.128
C -3.038 1.053 1.091 -0.175
O -2.360 0.447 2.246 -0.006
C -2.066 -0.919 1.975 -0.361
O -2.798 -1.790 2.501 0.139
C -0.858 -1.396 1.051 0.048
C -1.244 -1.791 -0.420 0.128
C -0.097 -2.215 -1.366 -0.243
O -0.302 -2.560 -2.739 -0.141
C -0.679 -1.379 -3.514 -0.176
C 0.422 -0.218 -3.560 -0.226
C 1.623 -0.462 -4.604 -0.164
N 1.264 -2.266 -0.886 -0.443
I 2.739 -2.886 -2.214 1.072
C 1.680 -1.910 0.474 -0.587
I 3.790 -2.004 0.948 0.933
C 0.646 -1.450 1.529 -0.079
C 0.951 -0.991 3.029 -0.226
N 1.910 -1.857 3.780 -0.039
H 1.306 2.312 1.024 0.067
H 1.774 3.804 2.031 0.080
H 0.951 2.329 2.849 0.064
H -0.355 4.609 1.087 0.112
H -0.986 3.758 2.677 0.122
H -0.703 1.622 0.667 0.096
H -1.273 2.985 -0.429 0.142
H -2.709 0.578 0.089 0.137
H -4.175 1.000 1.162 0.167
H -2.315 -1.749 -0.819 0.142
H -1.667 -0.945 -3.091 0.130
H -0.925 -1.641 -4.611 0.156
H 0.887 0.049 -2.552 0.099
H -0.126 0.737 -3.917 0.127
H 1.675 -1.554 -4.956 0.062
H 2.617 -0.269 -4.045 0.051
H 1.630 0.256 -5.496 0.085
H -0.017 -0.954 3.661 0.137
H 1.372 0.079 3.051 0.120
H 2.813 -1.340 3.752 0.044
H 2.115 -2.742 3.296 0.036
```

---

Molar mass values (in g/mol) by entry order: 1195.40 256.34 119.21 535.14.
Total energy values (in a.u.) by entry order: -4218.56274 -925.72955 -368.35400 -1551.39732.